P) Formula: C6H15NO3
Source: OMol25
Level of theory: wB97M-V/def2-TZVPD

Element x y z (Å)
C: -0.503 -2.450 0.183
C: -0.842 -1.059 -0.335
C: -2.330 -0.888 -0.609
N: -0.374 -0.028 0.612
C: 0.128 1.284 0.093
O: -0.423 1.784 -0.913
C: 1.663 1.387 0.201
C: 2.381 0.248 -0.518
O: 2.019 2.636 -0.341
H: -0.772 -3.200 -0.571
H: 0.571 -2.542 0.396
H: -1.063 -2.669 1.104
H: -0.285 -0.883 -1.265
H: -2.919 -1.104 0.296
H: -2.546 0.132 -0.950
H: -2.648 -1.586 -1.395
H: 0.202 -0.411 1.359
H: 1.940 1.383 1.267
H: 2.008 0.142 -1.547
H: 3.455 0.470 -0.554
H: 2.243 -0.716 -0.009
H: 1.433 2.765 -1.103
H: -1.067 0.739 1.656
O: -0.763 2.055 1.675
H: -1.508 2.509 1.267

**HOMO energy**: -9.6826 eV
**Spin multiplicity**: 1
**Molecular weight**: 149.19 g/mol
**Lowest unoccupied orbital energy**: 0.02365 Ha

Q) Formula: C6H15NO3
Source: OMol25
Level of theory: wB97M-V/def2-TZVPD

Element x y z (Å)
C: -1.423 1.643 0.245
C: -0.806 0.525 1.069
N: 0.367 -0.124 0.437
C: 1.515 0.789 0.215
C: 1.975 1.520 1.463
C: 0.076 -0.989 -0.862
O: 0.286 -0.424 -1.950
O: -1.148 -1.585 -0.590
C: -1.792 -2.187 -1.692
H: -0.746 2.502 0.148
H: -1.671 1.311 -0.770
H: -2.335 1.985 0.751
H: -0.484 0.901 2.048
H: -1.541 -0.259 1.261
H: 2.330 0.162 -0.165
H: 1.242 1.487 -0.585
H: 1.266 2.295 1.780
H: 2.132 0.825 2.300
H: 2.931 2.013 1.246
H: -1.183 -2.999 -2.118
H: -2.730 -2.607 -1.314
H: -2.011 -1.441 -2.469
H: 0.839 -1.082 0.978
O: 1.120 -2.151 -0.370
H: 1.792 -2.110 -1.058

**HOMO energy**: -9.3360 eV
**Spin multiplicity**: 1
**Molecular weight**: 149.19 g/mol
**SMILES**: CC[NH+](CC)[C@@]([O-])(O)OC
**Lowest unoccupied orbital energy**: 0.02573 Ha

R) Formula: C6H15NO3
Source: OMol25
Level of theory: wB97M-V/def2-TZVPD

Element x y z (Å)
C: -2.504 -0.847 0.990
O: -3.557 -1.749 0.518
C: -1.436 -1.414 1.888
C: 0.073 -1.224 1.377
C: 0.356 0.324 1.064
C: 1.555 0.717 0.706
N: 1.793 2.062 0.405
C: 2.363 2.471 -0.686
H: -2.170 -0.467 0.003
H: -3.169 -0.140 1.602
H: -3.485 -2.735 0.289
H: -1.608 -0.979 2.926
H: -1.691 -2.401 1.908
H: 0.219 -1.856 0.494
H: 0.644 -1.646 2.194
H: -0.492 0.963 0.793
H: 2.577 0.136 0.897
H: 2.482 1.794 -1.587
H: 2.813 3.443 -0.666
H: -1.663 0.603 -2.188
H: -0.311 0.945 -1.195
O: -0.687 0.684 -2.062
H: 3.117 -0.072 -2.771
H: 2.005 0.729 -3.721
O: 2.777 0.657 -3.178

**HOMO energy**: -8.5492 eV
**Spin multiplicity**: 1
**Molecular weight**: 149.19 g/mol
**SMILES**: C=N/C=C/CCCO.O.O
**Lowest unoccupied orbital energy**: 0.02059 Ha

Which structure is the most stable? The one labeled Q).

P) Formula: C4H14NO2
Source: OMol25
Level of theory: wB97M-V/def2-TZVPD

Element x y z (Å)
C: 0.601 -0.565 -1.060
C: 0.192 -0.730 0.370
C: -1.237 -1.133 0.635
C: -2.362 -0.070 0.162
O: -1.320 -1.325 2.014
N: 0.484 0.663 1.035
H: 0.527 -1.412 -1.779
H: -0.016 0.156 -1.629
H: 1.639 -0.311 -1.212
H: 0.884 -1.464 0.842
H: -1.591 -2.077 0.106
H: -3.258 -0.480 0.604
H: -2.059 0.846 0.679
H: -2.540 0.035 -0.973
H: -2.254 -1.487 2.227
H: 0.204 1.400 0.378
H: 0.026 0.932 1.896
H: 1.519 0.489 1.061
H: 3.992 2.223 -1.192
H: 3.399 2.326 -2.522
O: 3.171 1.984 -1.643

**Net charge**: +1
**HOMO energy**: -14.3380 eV
**Spin multiplicity**: 1
**Molecular weight**: 108.16 g/mol
**Lowest unoccupied orbital energy**: -0.11811 Ha

Q) Formula: C4H14NO2
Source: OMol25
Level of theory: wB97M-V/def2-TZVPD

Element x y z (Å)
C: -0.736 0.078 -0.557
C: 0.674 0.160 -1.165
C: 1.756 -0.217 -0.142
C: 2.022 -1.746 -0.064
O: 0.988 -2.455 -0.741
N: -1.090 1.372 0.128
H: -0.728 -0.697 0.168
H: -1.461 -0.117 -1.343
H: 0.629 -0.518 -1.995
H: 0.916 1.142 -1.583
H: 1.549 0.178 0.848
H: 2.650 0.324 -0.415
H: 2.965 -1.930 -0.561
H: 1.983 -2.053 0.977
H: 1.334 -3.162 -1.283
H: -0.228 1.779 0.442
H: -1.692 1.312 0.991
H: -1.659 1.988 -0.428
H: -2.629 2.911 2.639
H: -3.561 1.656 2.466
O: -2.849 2.170 2.068

**Net charge**: +1
**HOMO energy**: -13.6149 eV
**Spin multiplicity**: 1
**Molecular weight**: 108.16 g/mol
**Lowest unoccupied orbital energy**: -0.11528 Ha

R) Formula: C4H14NO2
Source: OMol25
Level of theory: wB97M-V/def2-TZVPD

Element x y z (Å)
C: -0.823 2.791 0.766
C: -0.292 1.405 1.058
C: 0.251 0.704 -0.143
C: 0.065 -1.754 -0.551
N: 0.592 -0.713 0.095
H: -1.735 3.258 1.196
H: -0.106 3.453 1.193
H: -0.741 2.968 -0.267
H: 0.521 1.532 1.674
H: -1.056 0.778 1.482
H: -0.465 0.728 -0.932
H: 1.338 1.108 -0.533
H: -0.897 -1.634 -1.196
H: 0.285 -2.860 -0.545
H: 1.594 -0.772 0.239
H: 3.219 -1.131 2.298
H: 3.766 -1.222 0.781
O: 2.946 -1.134 1.308
H: -3.214 -2.522 -1.973
H: -2.789 -2.696 -3.352
O: -2.460 -2.288 -2.599

**Net charge**: +1
**HOMO energy**: -15.0950 eV
**Spin multiplicity**: 1
**Molecular weight**: 108.16 g/mol
**Lowest unoccupied orbital energy**: -0.17714 Ha

S) Formula: C4H14NO2
Source: OMol25
Level of theory: wB97M-V/def2-TZVPD

Element x y z (Å)
C: 0.311 -2.910 2.927
C: 0.019 -1.376 2.747
C: -0.232 -1.063 1.200
C: -1.511 1.174 1.446
N: -0.409 0.520 0.990
H: 0.408 -3.023 3.989
H: 1.143 -3.234 2.364
H: -0.501 -3.671 2.623
H: 0.828 -0.577 3.007
H: -0.914 -1.189 3.417
H: -1.255 -1.649 0.939
H: 0.650 -1.416 0.706
H: -1.914 0.901 2.439
H: -1.761 2.151 0.883
H: 0.048 1.062 0.020
H: -0.133 1.529 -6.218
H: 0.657 2.814 -6.676
O: 0.723 1.995 -6.062
H: 0.698 1.602 -2.329
H: 1.687 0.975 -1.340
O: 0.739 1.147 -1.523

**Net charge**: +1
**HOMO energy**: -13.7647 eV
**Spin multiplicity**: 1
**Molecular weight**: 108.16 g/mol
**Lowest unoccupied orbital energy**: -0.18723 Ha

Which structure is the most stable? The one labeled Q).

P) Formula: C4H14NO2
Source: OMol25
Level of theory: wB97M-V/def2-TZVPD

Element x y z (Å)
C: 1.706 2.517 -0.053
C: 0.366 2.046 -0.693
C: 0.327 0.525 -0.712
C: 0.908 -0.204 -1.650
N: -0.143 -0.123 0.521
H: 2.009 1.774 0.693
H: 2.450 2.335 -0.825
H: 1.557 3.492 0.390
H: -0.526 2.375 -0.155
H: 0.385 2.327 -1.745
H: 1.552 0.163 -2.434
H: 1.246 -1.220 -1.410
H: -1.072 -0.562 0.476
H: -0.171 0.618 1.222
H: 0.454 -0.891 0.855
H: 0.639 -3.999 0.950
H: 1.971 -3.459 0.858
O: 1.064 -3.139 0.970
H: -4.319 -0.632 1.513
H: -4.174 -0.796 0.043
O: -3.639 -0.639 0.819

**Net charge**: +1
**HOMO energy**: -14.2870 eV
**Spin multiplicity**: 1
**Molecular weight**: 108.16 g/mol
**Lowest unoccupied orbital energy**: -0.10852 Ha

Q) Formula: C4H14NO2
Source: OMol25
Level of theory: wB97M-V/def2-TZVPD

Element x y z (Å)
C: 1.027 0.990 2.304
C: 0.714 1.050 0.796
C: 0.476 -0.384 0.280
C: -1.115 -0.654 -1.578
N: -0.907 -0.553 -0.334
H: 1.890 1.612 2.586
H: 0.190 1.165 2.974
H: 1.423 -0.022 2.491
H: -0.038 1.762 0.445
H: 1.621 1.342 0.250
H: 1.048 -0.547 -0.641
H: 0.604 -1.301 0.852
H: -0.391 -0.514 -2.403
H: -2.017 -1.165 -1.913
H: -1.663 -0.546 0.377
H: -2.455 -2.766 1.680
H: -1.873 -1.725 2.635
O: -2.105 -1.878 1.713
H: 0.626 1.856 -4.089
H: 1.871 1.263 -4.466
O: 1.076 1.016 -3.960

**Net charge**: +1
**HOMO energy**: -14.8901 eV
**Spin multiplicity**: 1
**Molecular weight**: 108.16 g/mol
**Lowest unoccupied orbital energy**: -0.16123 Ha

Which structure is the most stable? The one labeled P).

P) Formula: C4H14NO2
Source: OMol25
Level of theory: wB97M-V/def2-TZVPD

Element x y z (Å)
C: -0.888 -1.090 0.215
C: 0.522 -1.463 -0.079
C: 1.568 -0.363 0.056
C: 1.303 0.463 1.384
O: 0.414 -0.276 2.325
N: -1.485 -0.316 -0.942
H: -1.265 -0.649 1.147
H: -1.343 -2.114 0.243
H: 0.758 -2.203 0.646
H: 0.593 -1.748 -1.133
H: 1.454 0.310 -0.848
H: 2.482 -0.819 -0.073
H: 2.200 0.699 1.966
H: 0.632 1.291 1.093
H: 0.782 0.001 3.164
H: -1.440 -0.843 -1.849
H: -1.078 0.600 -1.177
H: -2.509 -0.248 -0.725
H: -0.409 3.392 -1.429
H: -1.440 2.866 -2.339
O: -0.851 2.509 -1.645

**Net charge**: +1
**HOMO energy**: -13.8529 eV
**Spin multiplicity**: 1
**Molecular weight**: 108.16 g/mol
**Lowest unoccupied orbital energy**: -0.12127 Ha

Q) Formula: C4H14NO2
Source: OMol25
Level of theory: wB97M-V/def2-TZVPD

Element x y z (Å)
C: -0.216 -1.331 2.126
C: 0.826 -0.918 1.004
C: 0.626 0.466 0.412
C: 1.502 1.485 0.488
N: -0.608 0.452 -0.556
H: 0.237 -1.208 3.066
H: -1.124 -0.746 2.035
H: -0.473 -2.422 2.121
H: 1.887 -0.904 1.420
H: 0.996 -1.765 0.221
H: 2.305 1.582 1.219
H: 1.609 2.435 -0.027
H: -0.641 1.375 -0.963
H: -1.341 0.131 -0.166
H: -0.139 -0.119 -1.244
H: 1.600 0.941 -2.540
H: 1.287 2.552 -2.642
O: 0.963 1.691 -2.190
H: -2.630 -2.584 -0.346
H: -3.424 -1.284 -0.317
O: -2.503 -1.610 -0.575

**Net charge**: +1
**HOMO energy**: -14.0858 eV
**Spin multiplicity**: 1
**Molecular weight**: 108.16 g/mol
**Lowest unoccupied orbital energy**: -0.11471 Ha

Which structure is the most stable? The one labeled P).